No. 1
C32H89N7O11 | ωB97M-V/def2-TZVPD

The geometry in XYZ format:
```
139
Properties=species:S:1:pos:R:3:lowdin_charge:R:1
C 1.9162 -2.0781 -4.1544 -0.21
C 1.5027 -0.9688 -3.1590 -0.21
O 1.2808 0.3094 -3.6885 -0.02
O 0.9341 -2.5112 -5.0660 -0.03
H 2.3649 -2.8697 -3.5543 0.10
H 2.7453 -1.7058 -4.7560 0.13
H 2.2396 -0.9731 -2.3558 0.07
H 0.6257 -1.2395 -2.5711 0.12
H 0.3339 0.4562 -3.6304 0.15
H 0.1585 -2.7774 -4.5667 0.09
C 0.2663 -0.8568 -0.1869 -0.07
C -0.7930 0.1508 0.3270 -0.21
O -1.2235 1.0399 -0.7526 -0.23
O 1.5315 -0.2069 -0.3810 -0.24
H 0.0572 -1.2793 -1.1697 0.12
H 0.4374 -1.5631 0.6255 0.12
H -0.4366 0.7157 1.1883 0.05
H -1.6861 -0.3005 0.7593 0.02
H -0.4792 1.4976 -1.1503 -0.05
H 2.0352 -0.3247 0.4278 -0.08
C 1.1249 -5.0522 2.2333 -0.05
C 0.9457 -5.3396 0.6872 -0.38
C 2.1029 -4.7056 -0.2101 -0.17
O 1.8847 -3.3313 -0.1633 -0.17
C 2.6429 -2.4298 -1.0070 -0.10
N 1.0500 -6.7860 0.5232 0.02
H 2.1785 -5.2519 2.4290 0.08
H 0.4901 -5.6418 2.8946 0.07
H 0.8190 -4.0150 2.3700 0.03
H -0.0378 -4.9755 0.3903 0.08
H 1.7398 -4.8981 -1.2196 0.12
H 3.1037 -5.1040 -0.0435 0.13
H 2.4415 -1.3675 -0.8687 -0.02
H 2.4332 -2.5970 -2.0634 0.07
H 3.6998 -2.4790 -0.7450 0.09
H 0.5735 -7.3536 1.2094 0.07
H 0.5744 -7.0181 -0.3370 0.07
C -1.5913 -4.0795 4.7922 -0.06
C -1.9851 -2.7124 5.4024 -0.34
C -1.5623 -1.5173 4.5080 -0.22
O -2.3332 -1.4062 3.3763 -0.15
C -1.7182 -0.5161 2.4385 -0.11
N -3.4976 -2.6894 5.5468 0.04
H -0.6137 -4.0536 4.3108 0.05
H -2.2599 -4.3472 3.9740 0.04
H -1.7311 -4.9274 5.4627 0.08
H -1.5049 -2.4800 6.3529 0.13
H -0.5351 -1.5812 4.1490 0.12
H -1.8005 -0.5635 4.9788 0.12
H -0.6922 -0.6650 2.1019 0.10
H -1.8885 0.5418 2.6384 0.06
H -2.2952 -0.5063 1.5138 0.07
H -3.8692 -2.6601 4.6081 0.05
H -3.7661 -1.7672 5.8590 0.06
C -1.5139 3.1460 -1.5884 -0.08
C -1.7488 4.2679 -2.6081 -0.36
C -3.0442 5.0888 -2.2750 -0.18
O -3.1562 6.3341 -2.9897 -0.18
C -3.3973 6.1280 -4.3649 -0.13
N -0.5834 5.1858 -2.6595 0.06
H -2.0173 2.1850 -1.6937 0.11
H -1.8116 3.5132 -0.6062 -0.05
H -0.4604 2.9094 -1.4394 0.08
H -1.9302 3.6717 -3.5024 0.12
H -2.9571 5.3934 -1.2321 0.12
H -3.9053 4.4205 -2.2678 0.12
H -3.0946 7.0543 -4.8531 0.09
H -4.3847 5.7932 -4.6829 0.08
H -2.9723 5.2123 -4.7759 0.07
H -0.5277 5.7347 -1.8135 0.08
H -0.6489 5.8706 -3.3990 0.07
C 3.1438 1.4422 -1.5020 -0.03
C 1.7122 2.0712 -1.7142 -0.28
C 1.7063 2.8708 -3.0596 -0.16
O 2.7622 3.7805 -3.2726 -0.16
C 2.8369 4.8649 -2.4411 -0.15
N 0.7366 1.0642 -1.7681 -0.02
H 3.4131 0.5184 -2.0141 0.06
H 3.3650 1.4243 -0.4348 0.05
H 4.0322 2.0009 -1.7965 0.12
H 1.5780 2.7039 -0.8368 0.14
H 0.6807 3.2375 -3.1025 0.09
H 1.8528 2.2089 -3.9132 0.12
H 1.9262 5.4578 -2.5255 0.06
H 3.5942 5.5955 -2.7254 0.09
H 2.9521 4.6132 -1.3869 0.08
H 1.0623 0.4133 -2.4684 -0.07
H 0.8831 0.6095 -0.8783 -0.09
C -1.9156 2.9203 0.7939 -0.02
C -1.0772 2.9350 2.1349 -0.33
C -1.8007 2.4681 3.4195 -0.20
O -2.9124 3.3241 3.6609 -0.22
C -2.6793 4.5474 4.3563 -0.08
N 0.0918 2.0854 2.0188 0.03
H -1.4604 3.6182 0.0912 0.03
H -2.9380 3.2702 0.9369 0.12
H -1.9129 1.9008 0.4081 0.07
H -0.7722 3.9620 2.3354 0.12
H -1.1615 2.3266 4.2910 0.13
H -2.3725 1.5529 3.2659 0.09
H -3.4942 5.1368 3.9360 0.09
H -1.6559 4.8583 4.1459 0.08
H -2.8426 4.2711 5.3980 0.08
H 0.8279 2.6645 2.3969 0.10
H 0.2774 1.9266 1.0388 0.06
C -4.3809 -1.7909 -1.8154 -0.05
C -3.1212 -2.1482 -0.9797 -0.41
C -3.3501 -2.8297 0.3771 -0.14
O -2.1933 -2.5363 1.1617 -0.21
C -1.6009 -3.6747 1.5807 -0.15
N -2.3861 -3.0561 -1.8087 0.04
H -4.1694 -1.1125 -2.6419 0.08
H -5.0617 -1.2135 -1.1899 0.07
H -4.9847 -2.5931 -2.2396 0.07
H -2.5510 -1.2394 -0.7875 0.12
H -3.6101 -3.8830 0.2722 0.13
H -4.2657 -2.3504 0.7235 0.13
H -1.4437 -4.3985 0.7810 0.07
H -2.2079 -4.2785 2.2552 0.09
H -0.6063 -3.3802 1.9157 0.08
H -2.9599 -3.8872 -1.8185 0.07
H -1.6911 -3.3928 -1.1578 0.05
C 4.5092 0.5421 1.8548 -0.03
C 3.3486 0.1863 0.8726 -0.32
C 3.8969 -0.5801 -0.4064 -0.21
O 4.8540 0.1826 -1.0771 -0.23
C 5.2270 -0.3251 -2.2669 -0.11
N 2.4223 -0.6201 1.6650 0.11
H 4.2533 1.0001 2.8102 0.07
H 5.1887 1.3288 1.5271 0.08
H 5.2533 -0.1837 2.1828 0.08
H 2.8687 1.1346 0.6309 0.12
H 3.0578 -0.7899 -1.0697 0.02
H 4.3746 -1.5391 -0.2057 0.13
H 5.8051 -1.2028 -1.9777 0.11
H 5.8979 0.2413 -2.9129 0.11
H 4.4228 -0.5542 -2.9661 0.10
H 2.8731 -1.5116 1.8131 0.12
H 2.1124 -0.3359 2.5833 0.13
```

The lowest unoccupied orbital energy comes out at 0.27 eV. The largest force on an atom is 8.34 eV/A. The calculation puts the orbital gap at 7.589 eV. Its energy is -2482.18360 hartree. Its HOMO energy is -7.315 eV.

***

No. 2
C32H90AsF9N7O9 | ωB97M-V/def2-TZVPD

The geometry in XYZ format:
```
148
Properties=species:S:1:pos:R:3:lowdin_charge:R:1
C -2.7650 4.0105 -2.0949 -0.04
C -1.6411 4.9476 -2.4643 -0.28
C -1.1835 4.9911 -3.9427 -0.20
O 0.0906 5.5669 -4.0056 -0.19
C 0.8108 5.2714 -5.2238 -0.05
N -1.9508 6.3770 -2.0366 0.22
H -1.1936 7.0679 -2.0726 0.18
H -2.5116 6.8906 -2.7308 0.17
H -2.5156 6.4737 -1.1928 0.18
H -2.8243 3.7778 -1.0313 0.09
H -2.6026 3.0086 -2.4975 0.06
H -3.7707 4.2195 -2.4672 0.09
H -0.7363 4.7278 -1.8988 0.15
H -1.8864 5.5600 -4.5618 0.13
H -1.0999 3.9359 -4.2176 0.14
H 1.6912 5.9062 -5.3053 0.10
H 0.0839 5.4242 -6.0185 0.09
H 1.2917 4.2903 -5.2129 0.09
C 4.1893 5.3021 5.4783 -0.01
C 4.8441 3.9353 5.6437 -0.29
C 4.1138 2.7281 5.0054 -0.19
O 4.0478 2.7106 3.5909 -0.19
C 3.2562 1.6471 3.0718 -0.07
N 6.3111 3.9777 5.2248 0.24
H 6.9263 3.3544 5.7509 0.18
H 6.3788 3.6995 4.2456 0.17
H 6.6821 4.9099 5.4134 0.17
H 4.8085 6.0531 5.9656 0.10
H 3.1852 5.2660 5.8956 0.10
H 4.0431 5.4831 4.4123 0.10
H 4.8731 3.6474 6.6953 0.15
H 3.1027 2.6725 5.4172 0.14
H 4.6169 1.8214 5.3610 0.13
H 2.2541 2.0221 2.8685 0.09
H 3.3010 0.7573 3.7065 0.09
H 3.7145 1.2687 2.1569 0.08
C -1.7381 -0.5468 8.0845 -0.02
C -1.5944 0.6732 7.1615 -0.30
C -1.5638 0.3696 5.6722 -0.17
O -1.7342 1.5470 4.8619 -0.20
C -1.6303 1.2896 3.4715 -0.10
N -2.7507 1.5819 7.4659 0.23
H -2.6433 2.5501 7.1636 0.18
H -3.6320 1.2297 7.0846 0.19
H -2.8984 1.5818 8.4778 0.17
H -2.6438 -1.1133 7.8395 0.10
H -1.8742 -0.2531 9.1267 0.10
H -1.0100 -1.3561 8.0617 0.10
H -0.7000 1.2018 7.4902 0.16
H -2.3416 -0.3365 5.3670 0.14
H -0.6072 -0.0555 5.3612 0.14
H -1.8051 2.2229 2.9325 0.09
H -2.4789 0.7019 3.1180 0.09
H -0.6456 0.9499 3.1480 0.09
C -6.4943 4.2242 -6.4510 -0.02
C -5.1680 3.4953 -6.1024 -0.30
C -5.3626 2.3517 -5.1009 -0.17
O -4.1640 1.5671 -5.0993 -0.20
C -4.0083 0.7498 -3.9351 -0.06
N -4.6689 2.9273 -7.4131 0.23
H -3.8299 2.4042 -7.1473 0.16
H -5.3742 2.3193 -7.8300 0.18
H -4.4249 3.6393 -8.1006 0.18
H -7.1486 3.4656 -6.8974 0.09
H -6.4320 5.0122 -7.2003 0.10
H -7.1518 4.5542 -5.6471 0.10
H -4.3919 4.1713 -5.7480 0.14
H -6.2192 1.7359 -5.3787 0.15
H -5.5641 2.8744 -4.1637 0.14
H -3.2311 0.0021 -4.0504 0.09
H -4.9582 0.2561 -3.7108 0.10
H -3.8451 1.3932 -3.0687 0.07
C 3.6703 -3.5859 3.1833 -0.03
C 2.1723 -3.7420 2.8438 -0.26
C 1.7869 -3.1092 1.5083 -0.21
O 2.1115 -3.9539 0.4616 -0.14
C 1.6444 -3.4747 -0.7711 -0.07
N 1.8448 -5.2671 2.8303 0.24
H 2.4775 -5.6827 2.1497 0.16
H 1.9857 -5.6777 3.7475 0.17
H 0.8713 -5.3756 2.5027 0.11
H 4.2444 -4.3798 2.7053 0.09
H 3.8394 -3.6465 4.2583 0.09
H 4.0196 -2.6132 2.8418 0.07
H 1.5814 -3.5299 3.7336 0.15
H 2.2989 -2.1384 1.4936 0.13
H 0.7228 -2.8483 1.5307 0.11
H 1.8705 -4.1745 -1.5756 0.10
H 2.0904 -2.5288 -1.0950 0.07
H 0.5601 -3.3373 -0.8283 0.08
C 7.2613 2.2939 -3.3261 -0.02
C 7.3166 1.4001 -2.0960 -0.30
C 5.9382 1.2948 -1.4466 -0.23
O 5.1517 0.3808 -2.1608 -0.18
C 3.8406 0.1526 -1.5396 -0.05
N 7.8896 0.0172 -2.3457 0.24
H 8.8805 0.1288 -2.5580 0.18
H 7.8593 -0.5131 -1.4716 0.17
H 7.3770 -0.6027 -2.9757 0.18
H 6.6116 1.8544 -4.0919 0.10
H 8.1960 2.3209 -3.8852 0.10
H 6.7222 3.1923 -3.0413 0.10
H 8.0139 1.7948 -1.3553 0.16
H 5.5463 2.3177 -1.4165 0.14
H 5.9466 0.9722 -0.3977 0.12
H 3.2101 0.8295 -2.1123 0.09
H 3.7401 0.2502 -0.4614 0.08
H 3.5456 -0.8389 -1.8759 0.08
C -2.4835 -7.6868 -3.6268 -0.02
C -2.5329 -6.5501 -2.6349 -0.31
C -2.1287 -5.1605 -3.1359 -0.19
O -1.9914 -4.2963 -2.0316 -0.21
C -2.0251 -2.8945 -2.3946 -0.07
N -3.8395 -6.4272 -1.8983 0.22
H -4.0364 -7.2554 -1.3374 0.16
H -3.8735 -5.5430 -1.3782 0.14
H -4.6659 -6.2411 -2.4767 0.18
H -3.2832 -7.7054 -4.3673 0.10
H -2.7755 -8.5362 -2.9918 0.10
H -1.5180 -8.0476 -3.9688 0.11
H -1.8294 -6.7980 -1.8372 0.15
H -2.8540 -4.7575 -3.8562 0.13
H -1.2238 -5.1900 -3.7510 0.14
H -2.2752 -2.4479 -1.4343 0.08
H -2.6935 -2.6677 -3.2263 0.08
H -1.0553 -2.4794 -2.6785 0.08
As -0.4445 0.8182 -0.7080 0.79
F -0.6881 -0.5551 0.3384 -0.25
F -1.9517 1.4932 -0.1674 -0.25
F -0.1314 2.1541 -1.8259 -0.27
F 1.0609 0.0156 -1.2897 -0.29
F -1.2731 0.0583 -2.0762 -0.27
F 0.4479 1.5612 0.5663 -0.25
C -1.6386 -5.7263 1.2840 -0.47
O -1.6436 -4.5930 2.2422 -0.10
O -0.7101 -6.5647 1.7560 -0.17
C -3.0614 -6.2993 1.1327 -0.52
F -3.5933 -6.5280 2.3445 0.16
F -3.9884 -5.4953 0.4962 0.07
F -3.0668 -7.4418 0.4351 0.14
C -2.0867 -3.4055 1.6817 -0.32
C -2.0515 -2.2593 2.6959 -0.08
H -1.0536 -1.9582 3.0270 0.05
H -2.5706 -1.3688 2.3439 0.06
H -2.5453 -2.5843 3.6166 0.08
H -3.0994 -3.4887 1.2717 0.12
H -1.4368 -3.1044 0.8451 0.09
H -1.4353 -5.3077 0.2808 0.12
```

The lowest unoccupied orbital energy comes out at -8.73 eV. The largest force on an atom is 2.78 eV/A. The calculation puts the orbital gap at 5.942 eV. Its charge is +5. Its energy is -5466.51327 hartree. Its HOMO energy is -14.677 eV.

***

No. 3
C32H90N6O10 | ωB97M-V/def2-TZVPD

The geometry in XYZ format:
```
138
Properties=species:S:1:pos:R:3:lowdin_charge:R:1
C 0.8740 2.9647 5.9715 -0.07
C 0.5890 3.7914 4.7612 -0.47
C 0.3063 3.0634 3.4584 -0.19
O 0.4596 3.8860 2.3202 -0.15
C 0.4226 3.1273 1.1703 -0.14
N -0.5420 4.5742 5.0564 0.04
H 1.1206 3.5282 6.8714 0.08
H 1.7221 2.3211 5.7377 0.08
H 0.0408 2.3394 6.2923 0.07
H 1.4403 4.4710 4.7202 0.14
H -0.7070 2.6619 3.4419 0.12
H 1.0858 2.3017 3.4428 0.12
H 1.1663 2.3312 1.2055 0.07
H 0.7771 3.7561 0.3537 0.09
H -0.5123 2.6542 0.8700 0.08
H -1.3217 3.9403 5.1577 0.04
H -0.7681 5.1194 4.2368 0.08
C -1.9807 -0.7314 -4.7839 -0.06
C -1.9226 -2.2356 -4.7680 -0.43
C -3.1525 -2.9844 -4.2770 -0.22
O -3.3911 -2.6253 -2.9513 -0.20
C -4.4205 -3.3427 -2.3743 -0.12
N -1.5607 -2.7153 -6.1152 0.05
H -1.9325 -0.2449 -3.8097 0.05
H -2.9695 -0.4041 -5.1051 0.08
H -1.2541 -0.2085 -5.4060 0.08
H -1.2044 -2.4560 -3.9782 0.12
H -2.8572 -4.0307 -4.3546 0.13
H -4.0588 -2.8694 -4.8716 0.13
H -4.7882 -2.7262 -1.5540 0.07
H -4.2148 -4.3718 -2.0800 0.09
H -5.2471 -3.4228 -3.0803 0.09
H -0.8632 -2.0585 -6.4348 0.06
H -2.3736 -2.6458 -6.7106 0.07
C 3.9278 0.1482 -3.8989 -0.07
C 4.7463 -1.0373 -4.2969 -0.48
C 4.1189 -2.3453 -3.8325 -0.21
O 4.3166 -2.5729 -2.4554 -0.16
C 3.4996 -3.5998 -1.9720 -0.12
N 5.0349 -0.9866 -5.7179 0.04
H 2.9853 0.1151 -4.4454 0.08
H 4.4850 1.0703 -4.0644 0.07
H 3.6037 0.1194 -2.8586 0.07
H 5.6874 -0.8528 -3.7790 0.14
H 4.6736 -3.0872 -4.4069 0.12
H 3.0929 -2.3073 -4.1987 0.13
H 3.7055 -4.5516 -2.4619 0.09
H 2.4329 -3.3771 -1.9479 0.08
H 3.8004 -3.7210 -0.9313 0.09
H 5.6366 -0.1784 -5.7879 0.07
H 5.6829 -1.7399 -5.8987 0.07
C 3.9927 2.6499 -0.5573 -0.08
C 4.4599 4.0329 -0.9926 -0.40
C 5.9688 4.2633 -0.7065 -0.23
O 6.7618 3.5532 -1.6053 -0.21
C 8.1403 3.9810 -1.6736 -0.07
N 4.1310 4.1122 -2.4334 0.04
H 2.9242 2.4693 -0.6751 0.05
H 4.1170 2.4578 0.5084 0.07
H 4.5137 1.8446 -1.0751 0.07
H 3.9069 4.8011 -0.4522 0.13
H 6.1827 3.9830 0.3249 0.12
H 6.1212 5.3364 -0.8220 0.12
H 8.5691 3.5314 -0.7780 0.09
H 8.2710 5.0632 -1.6693 0.09
H 8.4997 3.4636 -2.5631 0.09
H 4.5463 4.9702 -2.7673 0.06
H 4.6856 3.4091 -2.9004 0.05
C -1.8231 -0.3624 4.3029 -0.05
C -3.2396 0.0744 4.6503 -0.41
C -3.3941 1.6160 4.3068 -0.12
O -2.6371 2.4050 5.2852 -0.25
C -3.1518 2.5312 6.5928 -0.11
N -4.2471 -0.7260 3.9269 0.04
H -1.2271 0.2898 4.9413 0.07
H -1.5548 -0.2177 3.2564 0.07
H -1.6439 -1.4046 4.5671 0.07
H -3.5443 -0.0509 5.6893 0.12
H -4.4690 1.7575 4.4194 0.11
H -3.1310 1.8205 3.2690 0.12
H -4.1990 2.8327 6.5670 0.08
H -2.6205 3.2893 7.1683 0.09
H -3.1874 1.5740 7.1129 0.08
H -3.9617 -0.5995 2.9664 0.01
H -5.1414 -0.2566 3.9302 0.06
C 1.0512 -3.4357 3.6851 -0.05
C 0.7797 -2.2712 2.7608 -0.41
C 1.8638 -1.8212 1.7394 -0.16
O 3.0885 -1.3597 2.3198 -0.18
C 3.9120 -0.5071 1.4791 -0.08
N -0.4521 -2.4812 2.0407 0.05
H 0.2956 -3.6347 4.4451 0.08
H 2.0225 -3.3103 4.1636 0.08
H 1.1399 -4.3323 3.0716 0.06
H 0.6067 -1.4237 3.4240 0.12
H 1.5991 -0.9959 1.0784 0.09
H 2.0385 -2.6626 1.0688 0.11
H 4.8033 -0.1637 2.0043 0.09
H 3.3381 0.3618 1.1570 0.06
H 4.2709 -0.9325 0.5419 0.08
H -0.2867 -3.2948 1.4657 0.03
H -1.1898 -2.8193 2.6420 0.08
C -0.9782 -3.9543 -1.2871 -0.06
C -0.4225 -5.2107 -0.6046 -0.31
O 0.2753 -4.8526 0.5445 -0.09
H -1.7289 -3.3913 -0.7325 0.07
H -1.5556 -4.2942 -2.1468 0.06
H -0.1833 -3.2824 -1.6105 0.07
H 0.1319 -5.8320 -1.3081 0.11
H -1.2268 -5.8685 -0.2753 0.11
H 0.4802 -5.6720 1.0007 0.10
C 0.5640 0.0135 -1.3970 -0.08
C -0.8830 -0.0528 -1.1641 -0.30
O -1.1236 -0.1786 0.2604 -0.12
H 0.9899 -0.9048 -0.9926 0.06
H 0.9205 0.9227 -0.9130 0.07
H 0.8859 0.0122 -2.4384 0.08
H -1.4893 -0.8427 -1.6075 0.09
H -1.3106 0.9013 -1.4723 0.11
H -0.8398 -1.0073 0.6532 0.02
C -5.9630 -1.1454 0.8734 -0.06
C -4.4378 -1.0185 0.7207 -0.32
O -3.9834 0.1844 1.3067 -0.11
H -6.3631 -2.0575 0.4306 0.06
H -6.5534 -0.3604 0.4009 0.07
H -6.1784 -1.3067 1.9297 0.06
H -4.1348 -0.9782 -0.3255 0.09
H -3.8638 -1.8917 1.0307 0.11
H -3.0747 0.2797 1.0122 0.06
C -5.6622 2.0434 -3.3024 -0.11
C -5.0096 2.0960 -1.9254 -0.28
O -5.1083 3.4657 -1.4983 -0.09
H -5.5926 1.0109 -3.6447 0.06
H -5.0961 2.6145 -4.0383 0.07
H -6.6889 2.3774 -3.4523 0.07
H -4.0394 1.6009 -1.9672 0.11
H -5.6601 1.4774 -1.3071 0.09
H -5.9890 3.8383 -1.4134 0.08
```

As for the structure (SMILES): COC[C@H](C)N.COC[C@H](C)N.COC[C@H](C)N.COC[C@H](C)N.COC[C@H](C)N.COC[C@H](C)N.CCO.CCO.CCO.CCO. The lowest unoccupied orbital energy comes out at 0.36 eV. The largest force on an atom is 3.70 eV/A. The calculation puts the orbital gap at 8.692 eV. Its energy is -2353.89728 hartree. Its HOMO energy is -8.330 eV.